{
  "formula": "C7H7HoO5S",
  "method": "ωB97M-V/def2-TZVPD",
  "spin_multiplicity": 5,
  "relative_energy_kcal_mol": 0.00,
  "homo_lumo_gap_ha": [0.26412, 0.27003],
  "charge": 2,
  "s2": 6.0053,
  "e_lumo_ev": [-10.102, -9.968],
  "e_tot_ev": -54222.8664,
  "elements": ["O", "C", "Ho", "O", "C", "C", "O", "C", "O", "C", "O", "H", "C", "S", "C", "H", "H", "H", "H", "H", "H"],
  "positions_angstrom": [[0.89869, 0.02677, -5.45278], [0.73704, 0.02577, -4.30792], [0.19352, -0.06862, 0.07308], [2.90364, 0.01979, -2.16552], [2.00675, -0.00757, -1.43850], [-2.17157, -0.02182, 0.62864], [-3.31010, -0.02258, 0.83171], [-0.11633, -2.40644, -0.31006], [-0.28444, -3.51284, -0.57010], [-0.14911, 2.31078, -0.38032], [-0.33534, 3.41258, -0.67379], [-0.81846, -0.03068, -1.55296], [2.22791, -0.24696, 4.12189], [1.26869, 0.08463, 2.61680], [0.43275, 1.63035, 3.03850], [2.80740, -1.15608, 3.91641], [1.57972, -0.43369, 4.98385], [2.92370, 0.57054, 4.33601], [-0.55334, 1.65219, 2.54969], [0.22239, 1.71017, 4.11200], [1.05148, 2.48170, 2.72418]],
  "forces_ev_per_angstrom": [[-0.653, -0.004, 4.184], [0.603, 0.007, -4.328], [0.387, 0.460, 2.328], [-3.929, -0.115, 3.341], [5.386, 0.164, -4.635], [-6.096, 0.014, 1.081], [4.998, 0.010, -0.953], [-0.950, -5.908, -1.524], [0.641, 4.336, 1.044], [-1.058, 5.878, -1.674], [0.805, -4.839, 1.287], [-0.051, -0.084, -0.049], [0.614, -0.621, 0.134], [-0.034, 0.091, 0.558], [-0.215, 0.618, -0.194], [-0.137, 0.249, 0.069], [-0.128, 0.113, -0.388], [-0.255, -0.043, -0.272], [0.210, 0.150, 0.039], [0.161, -0.273, -0.226], [-0.299, -0.203, 0.175]]
}

***

{
  "formula": "C7H7IrO6",
  "method": "ωB97M-V/def2-TZVPD",
  "spin_multiplicity": 5,
  "relative_energy_kcal_mol": 0.00,
  "homo_lumo_gap_ha": [0.21342, 0.24926],
  "charge": 2,
  "s2": 6.0211,
  "e_lumo_ev": [-7.976, -12.903],
  "e_tot_ev": -22471.2300,
  "elements": ["O", "C", "Ir", "C", "O", "C", "O", "C", "O", "C", "O", "H", "C", "C", "O", "H", "H", "H", "H", "H", "H"],
  "positions_angstrom": [[-1.00030, -1.57021, -1.44458], [-1.02728, -0.40404, -1.14954], [0.67811, 1.03318, -0.98100], [0.79655, 0.51874, 0.87412], [0.90742, 0.21965, 1.99653], [2.44452, 2.06838, -0.90825], [3.45441, 2.61707, -0.83928], [-0.53144, 2.54686, -0.96427], [-1.26868, 3.43927, -0.92235], [1.47947, -0.39991, -2.05341], [1.93298, -1.26978, -2.66040], [-2.00676, 0.10629, -0.90366], [-3.14820, -2.37230, 2.80978], [-2.10255, -1.35240, 2.40997], [-0.84110, -1.99694, 2.47399], [-3.19142, -3.18317, 2.07863], [-4.13950, -1.92502, 2.88825], [-2.86923, -2.81728, 3.76807], [-2.27221, -0.99293, 1.38194], [-2.12684, -0.49865, 3.10688], [-0.14237, -1.32261, 2.38535]],
  "forces_ev_per_angstrom": [[0.697, -3.039, -0.765], [-1.568, 4.313, 1.581], [0.761, -0.809, -1.351], [0.607, -0.845, 3.857], [-0.611, 0.747, -3.515], [3.166, 2.239, 0.254], [-3.811, -2.158, -0.292], [-3.697, 4.794, 0.892], [2.839, -3.515, -0.345], [2.747, -4.372, -2.461], [-1.772, 3.306, 2.133], [0.842, -0.319, -0.321], [0.072, -0.002, -0.287], [-0.485, -2.645, 1.574], [-1.221, 0.855, -0.341], [-0.081, -0.006, -0.005], [0.115, 0.095, -0.048], [-0.066, 0.089, 0.006], [0.357, 0.449, -0.441], [0.501, 0.620, -0.236], [0.608, 0.203, 0.111]]
}